Model one:
ORCA calculation (wB97M-V/def2-TZVPD) on 2 unconnected molecules or ions with the total composition C3H12NO2S.

Bonds (Å) are listed after each position.
Positions of all 19 atoms, in Å:
1 C -0.855 1.429 -0.584  O2 1.392, C3 1.510, H7 1.038, H8 1.112
2 O 0.336 1.738 -1.235  C1 1.392, H9 1.001
3 C -0.484 0.210 0.227  C1 1.510, C4 1.616, N6 1.520, H10 1.095
4 C -1.793 -0.697 0.499  C3 1.616, S5 1.855, H11 1.133, H12 1.078
5 S -2.927 0.255 1.616  C4 1.855, H13 1.340
6 N 0.526 -0.584 -0.585  C3 1.520, H14 1.128, H15 1.084, H16 0.990
7 H -1.067 2.342 -0.137  C1 1.038
8 H -1.696 1.352 -1.306  C1 1.112
9 H 0.722 2.660 -1.191  O2 1.001
10 H -0.149 0.499 1.228  C3 1.095
11 H -2.485 -0.659 -0.398  C4 1.133
12 H -1.842 -1.740 0.769  C4 1.078
13 H -2.450 -0.288 2.745  S5 1.340
14 H 0.937 -1.420 0.049  N6 1.128
15 H -0.036 -1.025 -1.400  N6 1.084
16 H 1.258 -0.098 -1.043  N6 0.990
17 H 4.183 -1.859 -0.193  O19 0.891
18 H 4.211 -0.845 0.785  O19 0.970
19 O 3.610 -1.271 0.154  H17 0.891, H18 0.970

Calculated values
E_HOMO: -12.92 eV
LUMO level: -0.120 Eh
frontier orbital gap: 9.639 eV
net charge: +1

***

Model two:
ORCA calculation (wB97M-V/def2-TZVPD) on 3 unconnected molecules or ions with the total composition C3H12NO2S.

Bonds (Å) are listed after each position.
Positions of all 19 atoms, in Å:
1 C 0.029 2.052 -0.949  O2 1.408, C3 1.535, H7 1.092, H8 1.088
2 O 1.021 2.646 -1.753  C1 1.408, H9 0.970
3 C 0.617 0.712 -0.482  C1 1.535, C4 1.513, N6 1.431, H10 1.106
4 C -0.379 -0.025 0.388  C3 1.513, S5 1.750, H11 1.107, H12 1.125
5 S 0.226 -1.643 0.665  C4 1.750
6 N 1.828 0.889 0.260  C3 1.431, H15 1.025, H16 1.014
7 H -0.948 1.961 -1.428  C1 1.092
8 H -0.093 2.716 -0.096  C1 1.088
9 H 0.646 3.031 -2.560  O2 0.970
10 H 0.772 0.154 -1.424  C3 1.106
11 H -1.460 0.026 0.155  C4 1.107
12 H -0.547 0.469 1.384  C4 1.125
13 H 0.389 -5.838 3.164  H14 0.721
14 H -0.062 -5.827 2.601  H13 0.721
15 H 1.894 0.100 0.911  N6 1.025
16 H 2.686 1.017 -0.264  N6 1.014
17 H -3.654 -2.109 0.563  O19 0.963
18 H -2.138 -1.845 0.791  O19 0.948
19 O -2.955 -1.447 0.525  H17 0.963, H18 0.948

Calculated values
E_HOMO: -14.31 eV
LUMO level: -0.345 Eh
frontier orbital gap: 4.922 eV
net charge: +1

***

Result of the stability comparison: model two is the least stable of them.

***

Model one:
ORCA calculation (wB97M-V/def2-TZVPD) on 2 unconnected molecules or ions with the total composition C3H10O2S.

Bonds (Å) are listed after each position.
Positions of all 16 atoms, in Å:
1 O 0.686 -0.367 2.123  C2 1.438, H6 0.964
2 C 0.958 -0.874 0.805  O1 1.438, C3 1.523, H7 1.080, H8 1.092
3 C -0.238 -0.635 -0.108  C2 1.523, C4 1.529, H9 1.094, H10 1.102
4 C -0.026 -0.708 -1.620  C3 1.529, S5 1.842, H11 1.093, H12 1.087
5 S -1.336 0.254 -2.486  C4 1.842, H13 1.341
6 H -0.206 -0.664 2.335  O1 0.964
7 H 1.784 -0.273 0.456  C2 1.080
8 H 1.206 -1.937 0.844  C2 1.092
9 H -1.157 -1.152 0.180  C3 1.094
10 H -0.517 0.415 0.080  C3 1.102
11 H -0.239 -1.712 -1.997  C4 1.093
12 H 0.975 -0.459 -1.966  C4 1.087
13 H -0.616 1.361 -2.722  S5 1.341
14 O -0.355 2.150 1.039  H15 0.958, H16 0.963
15 H -1.062 2.766 1.234  O14 0.958
16 H 0.142 1.833 1.802  O14 0.963

Calculated values
E_HOMO: -8.92 eV
LUMO level: 0.029 Eh
frontier orbital gap: 9.711 eV

***

Model two:
ORCA calculation (wB97M-V/def2-TZVPD) on 2 unconnected molecules or ions with the total composition C3H10O2S.

Bonds (Å) are listed after each position.
Positions of all 16 atoms, in Å:
1 O -1.556 1.177 1.462  C2 1.402, H6 0.968
2 C -0.156 1.243 1.414  O1 1.402, C3 1.538, H7 1.104, H8 1.103
3 C 0.562 1.045 0.068  C2 1.538, C4 1.506, H9 1.098, H10 1.087
4 C 0.123 2.115 -0.895  C3 1.506, S5 1.891, H11 1.082, H12 1.088
5 S 0.865 1.785 -2.602  C4 1.891, H13 1.327
6 H -1.821 0.482 0.842  O1 0.968
7 H 0.348 0.724 2.248  C2 1.104
8 H 0.174 2.248 1.728  C2 1.103
9 H 0.350 0.006 -0.219  C3 1.098
10 H 1.630 1.102 0.264  C3 1.087
11 H -0.919 2.215 -1.171  C4 1.082
12 H 0.503 3.094 -0.611  C4 1.088
13 H 1.234 0.514 -2.511  S5 1.327
14 O -0.387 -5.521 -0.042  H15 0.973, H16 0.947
15 H -0.393 -6.080 0.754  O14 0.973
16 H -0.559 -6.149 -0.730  O14 0.947

Calculated values
E_HOMO: -8.98 eV
LUMO level: 0.029 Eh
frontier orbital gap: 9.776 eV

***

Model three:
ORCA calculation (wB97M-V/def2-TZVPD) on 2 unconnected molecules or ions with the total composition C3H10O2S.

Bonds (Å) are listed after each position.
Positions of all 16 atoms, in Å:
1 O -0.062 -0.804 2.115  C2 1.473, H6 0.937
2 C -0.779 -1.725 1.216  O1 1.473, C3 1.489, H7 1.097, H8 1.080
3 C -0.119 -1.638 -0.116  C2 1.489, C4 1.550, H9 1.090, H10 1.162
4 C 1.396 -1.927 -0.269  C3 1.550, S5 1.910, H11 1.111, H12 1.078
5 S 2.381 -2.003 -1.904  C4 1.910, H13 1.350
6 H -0.568 -0.286 2.710  O1 0.937
7 H -1.726 -1.191 1.067  C2 1.097
8 H -0.650 -2.760 1.495  C2 1.080
9 H -0.386 -0.618 -0.393  C3 1.090
10 H -0.610 -2.510 -0.707  C3 1.162
11 H 1.991 -1.134 0.233  C4 1.111
12 H 1.454 -2.852 0.281  C4 1.078
13 H 3.242 -0.983 -1.709  S5 1.350
14 O -1.750 7.252 -1.295  H15 0.962, H16 1.009
15 H -2.232 6.764 -1.970  O14 0.962
16 H -1.582 6.416 -0.755  O14 1.009

Calculated values
E_HOMO: -9.16 eV
LUMO level: 0.026 Eh
frontier orbital gap: 9.865 eV

***

Result of the stability comparison: model three is the least stable of them.

***

Model one:
ORCA calculation (wB97M-V/def2-TZVPD) on C6H9N3O2S in the gas phase.

Bonds (Å) are listed after each position.
Positions of all 21 atoms, in Å:
1 N 2.648 -0.052 0.225  N2 1.489, H13 1.030, H14 1.002
2 N 1.477 0.695 0.761  N1 1.489, C3 1.457, H15 1.017
3 C 0.437 0.565 -0.251  N2 1.457, C4 1.382, C8 1.405
4 C 0.434 1.319 -1.409  C3 1.382, C5 1.381, H16 1.067
5 C -0.516 1.137 -2.394  C4 1.381, C6 1.400, H17 1.104
6 C -1.616 0.307 -2.146  C5 1.400, C7 1.347, H18 1.127
7 C -1.633 -0.431 -1.020  C6 1.347, C8 1.418, H19 1.079
8 C -0.572 -0.398 -0.079  C3 1.405, C7 1.418, S9 1.722
9 S -0.704 -1.338 1.357  C8 1.722, N10 1.589, O11 1.447, O12 1.478
10 N -0.676 -0.280 2.543  S9 1.589, H20 1.074, H21 1.092
11 O -2.018 -1.943 1.392  S9 1.447
12 O 0.506 -2.186 1.391  S9 1.478
13 H 3.322 -0.138 0.999  N1 1.030
14 H 2.277 -0.983 0.261  N1 1.002
15 H 1.819 1.648 0.669  N2 1.017
16 H 1.299 1.935 -1.519  C4 1.067
17 H -0.510 1.800 -3.277  C5 1.104
18 H -2.447 0.154 -2.891  C6 1.127
19 H -2.457 -1.076 -0.759  C7 1.079
20 H -1.410 -0.626 3.246  N10 1.074
21 H 0.341 -0.109 2.902  N10 1.092

Calculated values
E_HOMO: -9.20 eV
LUMO level: 0.018 Eh
frontier orbital gap: 9.680 eV

***

Model two:
ORCA calculation (wB97M-V/def2-TZVPD) on C6H9N3O2S in the gas phase.

Bonds (Å) are listed after each position.
Positions of all 21 atoms, in Å:
1 C -1.155 -2.998 1.006  S2 1.783, H13 1.057, H14 1.091, H15 1.097
2 S -1.102 -1.217 1.089  C1 1.783, O3 1.442, O4 1.454, N5 1.715
3 O -2.413 -0.623 1.166  S2 1.442
4 O -0.189 -0.944 2.188  S2 1.454
5 N -0.291 -0.779 -0.358  S2 1.715, C6 1.502, C12 1.665
6 C 1.135 -0.386 -0.095  N5 1.502, C7 1.513, H16 1.172, H17 1.137
7 C 1.167 1.104 -0.356  C6 1.513, C8 1.398, C11 1.379
8 C 1.927 2.262 -0.166  C7 1.398, N9 1.367, H18 1.050
9 N 1.268 3.270 -0.814  C8 1.367, N10 1.365, H19 1.035
10 N 0.061 2.821 -1.267  N9 1.365, C11 1.291
11 C 0.034 1.560 -0.996  C7 1.379, N10 1.291, C12 1.487
12 C -0.979 0.489 -1.190  N5 1.665, C11 1.487, H20 1.149, H21 1.097
13 H -1.763 -3.351 1.796  C1 1.057
14 H -1.502 -3.291 0.015  C1 1.091
15 H -0.137 -3.378 1.162  C1 1.097
16 H 1.665 -1.168 -0.789  C6 1.172
17 H 1.357 -0.625 0.994  C6 1.137
18 H 2.841 2.193 0.346  C8 1.050
19 H 1.269 4.304 -0.760  N9 1.035
20 H -2.036 0.683 -0.782  C12 1.149
21 H -1.158 0.075 -2.190  C12 1.097

Calculated values
E_HOMO: -9.31 eV
LUMO level: 0.028 Eh
frontier orbital gap: 10.072 eV

***

Result of the stability comparison: model two is the least stable of them.